1.
DFT (the ωB97M-V functional and the def2-TZVPD basis) results for a single C25H26N4O3S2 molecule.

```
! wB97M-V def2-TZVPD RIJCOSX def2/J DEFGRID3
* xyz 0 1
S 2.163 0.927 4.562
S -0.747 2.169 -0.721
O 3.496 5.704 -3.015
O 0.349 -0.415 -1.029
O 3.117 2.923 2.266
N -2.488 -4.010 -2.044
N 1.310 2.471 0.938
N -0.378 0.970 1.582
N -1.427 -1.746 -0.681
C 1.475 1.374 3.021
C 0.309 0.736 2.715
C -0.625 -2.948 -0.819
C -2.121 -6.079 -0.783
C 2.005 4.656 0.101
C -3.936 -7.625 -0.470
C 2.822 3.478 -2.281
C -0.151 -0.273 3.725
C 1.855 3.290 -0.095
C -3.261 -2.798 -1.901
C 0.145 1.812 0.745
C 2.271 2.702 -1.278
C 2.970 4.850 -2.098
C -2.952 -5.195 -1.476
C -4.769 -6.762 -1.162
C -4.287 -5.570 -1.662
C 3.949 5.183 -4.241
C -1.770 0.671 -0.739
C -1.074 -3.706 -2.076
C 2.558 5.429 -0.896
C -2.610 -7.276 -0.293
C 2.081 2.315 2.117
C 0.632 -0.006 5.007
C -0.844 -0.541 -0.840
C -2.842 -2.031 -0.629
H -4.315 -8.558 -0.081
H 2.157 1.637 -1.415
H 2.687 6.491 -0.767
H -3.425 -1.118 -0.533
H 3.135 4.713 -4.803
H -2.355 0.651 0.179
H 3.137 2.999 -3.194
H -2.414 0.757 -1.614
H -1.083 -5.842 -0.611
H 1.698 5.103 1.034
H -4.951 -4.934 -2.228
H -1.226 -0.198 3.889
H -0.499 -4.621 -2.207
H -4.323 -3.024 -1.845
H -0.897 -3.066 -2.948
H -3.080 -2.165 -2.777
H 0.935 -0.915 5.520
H 0.421 -2.649 -0.896
H 4.757 4.459 -4.097
H -1.944 -7.937 0.241
H -5.805 -7.023 -1.324
H 0.060 -1.272 3.333
H -0.768 -3.566 0.073
H 0.071 0.625 5.697
H 4.326 6.036 -4.802
H -3.035 -2.667 0.245
*
```

Results
SMILES string   COc1ccc(-n2c(SCC(=O)N3CCN(c4ccccc4)CC3)nc3c(c2=O)SCC3)cc1
Kohn-Sham gap   7.913 eV
Electronic energy   -2209.40700 Eh
HOMO energy   -7.49 eV



2.
DFT (the ωB97M-V functional and the def2-TZVPD basis) results for a molecular structure, C36H50BrN2O7PW.

```
! wB97M-V def2-TZVPD RIJCOSX def2/J DEFGRID3
* xyz 0 1
W 0.631 0.558 2.078
Br 3.495 -2.832 0.652
P -2.012 0.064 -0.159
O 4.684 0.315 1.697
O 2.526 0.550 2.133
O 7.941 0.765 -1.593
O -1.014 0.345 0.963
O 0.982 1.937 0.543
O 1.998 3.538 -0.611
O 7.863 -0.968 -0.324
N 0.167 -0.227 3.554
N 7.442 0.111 -0.697
C -6.264 -0.356 1.662
C -0.484 -3.318 -3.057
C -2.102 1.494 -1.273
C -0.049 -1.695 -1.129
C 3.054 0.136 -0.251
C 4.060 -2.038 -0.980
C -1.566 -1.468 -1.029
C 4.834 -0.960 -3.403
C 4.172 -0.175 -2.472
C 4.716 -2.833 -1.905
C -1.311 -2.111 -3.491
C 5.753 -0.044 0.966
C -0.393 0.437 5.808
C 4.494 2.359 -0.493
C 0.794 -1.723 5.335
C 3.795 -0.692 -1.236
C -1.064 2.671 -3.249
C 5.758 1.937 -0.564
C -6.096 -0.020 0.184
C -4.760 -0.539 -0.352
C -1.587 3.990 -1.179
C 0.213 -3.088 -1.697
C -0.254 -0.729 4.833
C -2.279 -1.652 -2.401
C 3.304 1.663 0.038
C -3.604 -0.256 0.641
C -0.880 1.563 -2.203
C 5.115 -2.287 -3.114
C -3.990 0.809 1.675
C -5.148 0.281 2.523
C 6.251 0.674 -0.044
C 2.026 2.485 -0.003
C -1.816 3.886 -2.681
C -1.603 -1.433 4.656
C 3.430 0.607 1.107
C -2.248 2.809 -0.459
H -2.354 -0.727 4.292
H -0.141 -3.819 -0.964
H -1.510 -2.245 3.932
H 0.903 -2.543 4.623
H -1.880 -2.345 -4.393
H -6.158 1.063 0.044
H -1.950 -1.849 5.604
H 4.919 -3.870 -1.675
H -1.936 -2.241 -0.344
H 0.255 -3.540 -3.828
H -0.517 4.005 -0.963
H 0.405 -1.607 -0.139
H -2.771 -0.733 -2.728
H 0.000 1.757 -1.589
H -0.643 -1.290 -3.764
H -4.569 -0.094 -1.332
H -7.244 -0.026 2.009
H -2.003 4.918 -0.783
H -5.545 1.095 3.131
H -4.275 1.732 1.170
H 0.505 -2.137 6.303
H -3.073 -2.393 -2.289
H 5.136 -0.534 -4.350
H -2.890 3.789 -2.875
H 3.961 0.864 -2.688
H -6.910 -0.448 -0.404
H -1.597 2.273 -4.117
H -3.311 3.015 -0.314
H -3.136 1.049 2.311
H 5.642 -2.903 -3.831
H -1.496 4.795 -3.191
H -6.254 -1.444 1.778
H 6.233 -0.952 1.304
H 4.262 3.335 -0.899
H -0.077 2.976 -3.599
H -1.129 1.157 5.448
H -3.387 -1.173 1.206
H 0.558 0.958 5.922
H -1.135 -4.194 -3.000
H -2.993 1.355 -1.895
H -0.720 0.613 -2.712
H 1.983 -0.041 -0.293
H 0.417 -0.932 -1.757
H -1.797 2.698 0.528
H -4.754 -0.460 3.223
H 1.289 -3.242 -1.778
H 6.490 2.571 -1.043
H 1.761 -1.231 5.442
H -0.710 0.072 6.788
H -4.830 -1.617 -0.517
*
```

Results
Kohn-Sham gap   7.036 eV
Electronic energy   -5020.40246 Eh
HOMO energy   -6.93 eV



3.
DFT (the ωB97M-V functional and the def2-TZVPD basis) results for a single C3H6FN molecule.

```
! wB97M-V def2-TZVPD RIJCOSX def2/J DEFGRID3
* xyz 0 1
F -0.239 -0.991 1.662
N -1.102 -1.010 -0.592
C -0.153 1.141 0.309
C -0.343 -0.313 0.443
C 1.155 0.498 -0.122
H -1.314 -1.911 -0.270
H 2.042 0.342 0.562
H -0.784 1.359 -0.609
H -0.069 1.670 1.278
H -0.563 -1.157 -1.468
H 1.370 0.372 -1.192
*
```

Results
SMILES string   NC1(F)CC1
Kohn-Sham gap   9.291 eV
Electronic energy   -272.44147 Eh
HOMO energy   -8.19 eV



4.
DFT (the ωB97M-V functional and the def2-TZVPD basis) results for 4 unconnected molecules or ions with the total composition C4H15NO3.

```
! wB97M-V def2-TZVPD RIJCOSX def2/J DEFGRID3
* xyz 0 1
O -0.728 2.919 2.230
O -1.181 -0.188 3.210
O 1.768 0.535 -3.055
N -0.326 1.344 -0.783
C 0.773 -1.564 -0.874
C -0.532 -1.207 -0.397
C -1.235 0.163 -0.402
C 1.389 -2.906 -0.545
H 0.768 -3.545 0.097
H 0.933 0.781 -2.645
H 2.389 -2.823 -0.055
H -1.475 0.408 0.664
H -0.847 2.223 -0.602
H -1.139 -1.998 -0.005
H 0.176 3.232 2.038
H -0.262 -0.430 3.305
H -1.472 -0.487 2.334
H -2.132 0.072 -1.061
H 1.646 -3.490 -1.426
H 1.570 0.851 -3.945
H 1.139 -0.550 -1.354
H 0.522 1.256 -0.193
H -0.777 2.052 2.563
*
```

Results
SMILES string   C/C=C/CN.O.O.O
Kohn-Sham gap   9.559 eV
Electronic energy   -441.80332 Eh
HOMO energy   -9.01 eV



5.
DFT (the ωB97M-V functional and the def2-TZVPD basis) results for a molecular structure, C28H38N5O6SSn.

```
! wB97M-V def2-TZVPD RIJCOSX def2/J DEFGRID3
* xyz 3 1
Sn 0.921 -0.230 1.316
S -0.083 -2.880 0.302
O 1.567 -1.737 3.140
O 1.278 -2.253 0.314
O -1.545 1.599 1.638
O 0.039 -0.005 -1.045
O -0.984 -1.874 0.923
O -0.501 -3.299 -1.010
N 2.802 0.247 -0.299
N -2.358 -1.045 -1.563
N 3.472 -2.734 3.886
N -4.324 0.684 2.061
N 1.054 2.654 0.364
C -1.856 -1.304 -2.714
C 0.002 -1.679 -4.212
C -2.031 2.527 0.984
C -3.730 -1.331 -1.148
C 3.900 0.958 0.358
C 0.216 3.588 0.193
C -3.332 4.649 -0.454
C 2.462 3.074 0.260
C 2.191 -2.440 3.959
C -0.456 -1.152 -3.034
C -4.275 -0.244 -0.229
C 4.272 -2.215 2.786
C 4.128 -3.574 4.888
C -0.019 -4.277 1.359
C -1.930 4.488 -0.470
C -1.262 3.500 0.210
C 1.380 -1.691 -4.531
C -3.669 -0.298 1.178
C 3.390 2.197 1.095
C 2.909 0.022 -1.542
C 1.889 -0.595 -2.406
C -4.088 3.789 0.375
C -3.976 5.743 -1.230
C -4.281 1.962 1.977
C 0.471 -0.557 -2.074
C -3.486 2.756 1.038
C 2.287 -1.126 -3.600
C 1.876 -2.295 -5.792
H 4.657 1.242 -0.379
H -3.796 5.607 -2.300
H 1.070 -2.537 -6.480
H 1.667 -2.868 4.819
H 0.307 -3.938 2.338
H -3.853 -1.276 1.619
H -1.015 -4.710 1.403
H 2.890 1.927 2.029
H -4.118 0.737 -0.686
H 3.444 -3.758 5.713
H -5.049 5.790 -1.062
H 2.748 3.016 -0.795
H -2.521 -1.693 -3.480
H -4.888 0.301 2.814
H -4.347 -1.419 -2.041
H -4.919 2.497 2.678
H 4.426 -4.524 4.446
H -5.154 3.966 0.475
H -2.597 -0.125 1.215
H 0.565 4.608 -0.009
H -5.353 -0.397 -0.156
H -1.693 -0.752 -0.841
H 2.568 4.120 0.559
H 4.408 -1.138 2.905
H 0.683 -4.987 0.925
H -3.536 6.706 -0.962
H 2.423 -3.218 -5.567
H 3.783 -2.423 1.834
H -1.348 5.217 -1.025
H 2.586 -1.630 -6.288
H 4.370 0.271 1.064
H 3.826 0.312 -2.064
H 4.265 2.779 1.385
H -0.694 -2.127 -4.912
H 3.340 -1.121 -3.858
H -3.719 -2.302 -0.647
H 5.009 -3.063 5.273
H 5.247 -2.693 2.805
*
```

Results
Kohn-Sham gap (alpha / beta)   6.151 / 5.810 eV
Electronic energy   -2426.58427 Eh
HOMO energy (alpha / beta)   -16.34 / -16.31 eV



6.
DFT (the ωB97M-V functional and the def2-TZVPD basis) results for a molecular structure, C5H13DyO3.

```
! wB97M-V def2-TZVPD RIJCOSX def2/J DEFGRID3
* xyz 2 6
Dy -0.654 -0.095 -1.159
O -2.309 1.091 -0.917
O 0.040 1.696 0.218
O 0.550 -2.106 -0.671
C -1.107 2.423 0.692
C 1.169 1.732 1.080
C 1.210 -2.439 0.552
C 0.510 -3.178 -1.616
C -2.163 2.379 -0.407
H -1.874 3.102 -1.197
H 1.488 2.772 1.231
H 1.978 1.170 0.601
H 0.925 1.280 2.052
H 1.447 -3.237 -2.185
H 0.390 -4.132 -1.085
H -3.108 2.758 0.028
H -0.348 -3.015 -2.312
H 0.893 -1.735 1.333
H -1.468 1.923 1.606
H 2.290 -2.378 0.384
H -0.805 3.453 0.931
H 0.945 -3.463 0.841
*
```

Results
Kohn-Sham gap (alpha / beta)   8.825 / 8.152 eV
Electronic energy   -1308.44048 Eh
HOMO energy (alpha / beta)   -18.27 / -18.30 eV



7.
DFT (the ωB97M-V functional and the def2-TZVPD basis) results for 2 unconnected molecules or ions with the total composition C8H8Br2NO.

```
! wB97M-V def2-TZVPD RIJCOSX def2/J DEFGRID3
* xyz 1 3
Br -3.106 -2.408 0.187
Br -4.762 2.164 -0.697
O -0.469 -1.965 -0.012
N -1.766 -0.037 0.188
C 0.629 0.205 0.044
C 3.085 -1.077 0.020
C 1.761 0.942 0.156
C 0.714 -1.215 -0.007
C 2.946 0.294 0.292
C -1.613 -1.315 0.086
C 1.907 -1.830 -0.105
C -0.705 0.930 -0.015
H -5.643 3.168 -0.733
H -0.821 1.782 0.654
H 3.830 0.861 0.177
H 1.394 1.944 0.275
H 2.072 -2.842 -0.209
H 4.075 -1.533 0.198
H -2.711 0.375 0.457
H -0.818 1.556 -0.956
*
```

Results
Kohn-Sham gap (alpha / beta)   5.363 / 6.844 eV
Electronic energy   -5587.23554 Eh
HOMO energy (alpha / beta)   -9.20 / -14.05 eV



8.
DFT (the ωB97M-V functional and the def2-TZVPD basis) results for a single C4H10N2O molecule.

```
! wB97M-V def2-TZVPD RIJCOSX def2/J DEFGRID3
* xyz 0 1
O -0.519 1.510 -1.268
N -1.069 -0.947 0.308
N 1.472 0.628 -0.586
C -0.580 0.387 0.759
C -2.154 -1.034 -0.684
C 2.419 0.385 0.439
C 0.150 0.918 -0.437
H 0.085 0.179 1.588
H -3.174 -0.836 -0.368
H -1.368 1.116 0.993
H -1.350 -1.473 1.125
H -1.900 -0.537 -1.625
H 2.135 -0.179 1.344
H 2.762 1.320 0.950
H -1.996 -2.071 -1.025
H 1.707 0.598 -1.566
H 3.378 0.035 0.052
*
```

Results
SMILES string   CNCC(=O)NC
Kohn-Sham gap   9.896 eV
Electronic energy   -343.13117 Eh
HOMO energy   -8.97 eV



9.
DFT (the ωB97M-V functional and the def2-TZVPD basis) results for a single C19H22N6 molecule.

```
! wB97M-V def2-TZVPD RIJCOSX def2/J DEFGRID3
* xyz 0 1
N -0.665 -0.116 -0.945
N 0.468 0.979 0.721
N -1.306 0.721 -1.856
N 1.510 1.671 1.310
N 4.247 0.698 -0.735
N 1.863 0.188 -1.061
C 5.602 3.244 2.280
C -4.416 -1.782 1.188
C 3.935 2.112 0.999
C -5.003 -1.697 -0.246
C 2.877 0.832 -0.456
C -2.434 0.092 -2.153
C -1.187 -1.987 0.693
C 4.948 1.472 0.175
C 2.642 1.605 0.651
C -5.385 -1.293 2.232
C -3.360 0.577 -3.102
C -2.631 -1.020 -1.250
C -3.760 -2.000 -1.146
C 0.600 0.318 -0.476
C 4.214 2.978 2.109
C 6.630 2.762 1.469
C -1.468 -1.190 -0.500
C 6.317 1.753 0.494
C 4.732 -0.407 -1.531
H -6.309 -1.030 1.712
H -4.381 0.128 -3.067
H -0.152 -2.377 0.595
H 3.906 -0.662 -2.306
H -3.426 -3.035 -0.932
H 5.725 -0.117 -2.060
H -3.499 1.705 -3.056
H -1.869 -2.791 0.962
H -5.799 -2.452 -0.270
H -4.092 -2.814 1.271
H -1.118 -1.401 1.689
H 7.672 3.033 1.737
H 7.259 1.470 -0.063
H -3.007 0.327 -4.104
H -3.605 -1.060 1.243
H -5.771 -2.144 2.861
H -4.212 -2.042 -2.133
H -5.397 -0.787 -0.607
H 3.445 3.474 2.623
H -5.068 -0.436 2.897
H 4.877 -1.414 -0.993
H 5.852 3.913 3.136
*
```

Results
SMILES string   CCCCc1c(C)nn(-c2nnc3c4ccccc4n(C)c3n2)c1C
Kohn-Sham gap   8.084 eV
Electronic energy   -1065.62568 Eh
HOMO energy   -8.53 eV



10.
DFT (the ωB97M-V functional and the def2-TZVPD basis) results for a gas-phase ion, C6H10N5O3 (charge +1).

```
! wB97M-V def2-TZVPD RIJCOSX def2/J DEFGRID3
* xyz 1 3
O -0.673 -4.379 -0.145
O -2.597 -1.314 1.594
O 1.037 -3.159 0.264
N -0.153 -3.383 0.194
N -0.279 -0.180 -0.735
N -1.931 -2.489 1.442
N 1.023 2.087 0.212
N -2.069 -0.351 0.827
C -0.972 -2.272 0.566
C -0.770 1.134 -1.252
C 1.475 0.671 0.602
C -1.038 -0.880 0.193
C 1.125 -0.206 -0.633
C -0.404 2.230 -0.265
H 1.688 -0.118 -1.623
H 1.641 2.690 -0.489
H 1.123 2.508 1.147
H 0.878 0.358 1.451
H 1.733 -1.144 -0.375
H -0.337 3.201 -0.783
H 2.548 0.565 0.917
H -0.146 1.148 -2.163
H -1.033 2.308 0.561
H -1.871 0.976 -1.506
*
```

Results
Kohn-Sham gap (alpha / beta)   5.518 / 6.686 eV
Electronic energy   -733.48139 Eh
HOMO energy (alpha / beta)   -9.59 / -13.58 eV



11.
DFT (the ωB97M-V functional and the def2-TZVPD basis) results for a gas-phase ion, C17H18N5O (charge +1).

```
! wB97M-V def2-TZVPD RIJCOSX def2/J DEFGRID3
* xyz 1 1
O -1.133 1.249 -1.100
N -1.157 -2.090 0.524
N 6.938 1.692 -2.245
N 5.186 2.588 -0.730
N -2.354 -0.334 1.177
N 6.075 2.193 -1.488
C 0.223 -2.261 -1.493
C -2.888 1.094 1.254
C -0.108 -0.911 -1.783
C -0.868 -0.145 -0.891
C -1.747 -2.458 1.723
C -0.155 -2.794 -0.153
C -3.067 -1.269 3.586
C 3.817 2.364 -1.112
C 2.820 2.457 -0.108
C 1.096 1.997 -1.761
C -1.446 -0.794 0.220
C 2.073 1.961 -2.746
C -0.332 1.929 -2.152
C 3.423 2.213 -2.396
C -1.786 -3.797 2.344
C -2.510 -1.309 2.158
C 1.470 2.307 -0.380
H 3.074 2.441 0.929
H -0.809 -3.863 2.884
H -3.155 1.506 0.342
H -2.095 1.759 1.713
H -0.405 1.491 -3.106
H 0.066 -3.842 0.090
H 0.745 -2.897 -2.205
H -4.184 -1.395 3.605
H -2.798 -0.384 4.025
H -1.809 -4.612 1.659
H 2.048 1.808 -3.830
H 0.270 -0.511 -2.701
H -3.693 1.124 1.927
H -2.538 -2.099 4.165
H -2.486 -3.929 3.159
H 4.091 2.178 -3.259
H 0.689 2.301 0.358
H -0.584 3.044 -2.201
*
```

Results
Kohn-Sham gap   7.504 eV
Electronic energy   -1007.24100 Eh
HOMO energy   -11.03 eV



12.
DFT (the ωB97M-V functional and the def2-TZVPD basis) results for 2 unconnected molecules or ions with the total composition C4H11N3.

```
! wB97M-V def2-TZVPD RIJCOSX def2/J DEFGRID3
* xyz 0 1
N -3.045 1.219 1.165
N -1.959 0.555 1.309
N -0.433 0.179 -1.244
C 1.088 -1.536 -0.413
C -1.324 0.258 2.418
C 0.783 -0.221 -1.179
C 2.076 0.367 -1.767
H -1.788 0.376 3.312
H 1.705 -2.157 -0.976
H 0.189 -2.064 -0.352
H -3.405 1.460 2.141
H 1.978 1.496 -1.701
H -0.443 1.030 -1.750
H 3.003 -0.042 -1.240
H -1.452 0.390 0.282
H 1.411 -1.060 0.556
H 2.073 0.023 -2.867
H -0.458 -0.274 2.307
*
```

Results
Kohn-Sham gap   7.878 eV
Electronic energy   -323.13994 Eh
HOMO energy   -7.19 eV



13.
DFT (the ωB97M-V functional and the def2-TZVPD basis) results for a single C4H5NO molecule.

```
! wB97M-V def2-TZVPD RIJCOSX def2/J DEFGRID3
* xyz 0 1
O 2.297 -1.037 0.251
N 0.106 -1.193 -0.460
C 1.214 -0.519 0.046
C 0.840 0.879 0.258
C -1.198 -0.167 -0.210
C -0.450 1.090 -0.009
H 1.562 1.610 0.559
H -1.598 -0.672 0.659
H -2.111 0.069 -0.825
H 0.172 -2.136 -0.042
H -0.834 2.078 -0.227
*
```

Results
SMILES string   O=C1C=CCN1
Kohn-Sham gap   10.256 eV
Electronic energy   -285.36611 Eh
HOMO energy   -9.74 eV



Number 1: largest force on an atom 0.0170 Eh/bohr. Number 2: largest force on an atom 0.0130 Eh/bohr. Number 3: largest force on an atom 0.0730 Eh/bohr. Number 4: largest force on an atom 0.1223 Eh/bohr. Number 5: largest force on an atom 0.0083 Eh/bohr. Number 6: largest force on an atom 0.0599 Eh/bohr. Number 7: largest force on an atom 0.0800 Eh/bohr. Number 8: largest force on an atom 0.0541 Eh/bohr. Number 9: largest force on an atom 0.0944 Eh/bohr. Number 10: largest force on an atom 0.1332 Eh/bohr. Number 11: largest force on an atom 0.1997 Eh/bohr. Number 12: largest force on an atom 0.0758 Eh/bohr. Number 13: largest force on an atom 0.0396 Eh/bohr.